19
Properties=species:S:1:pos:R:3:lowdin_charge:R:1 method="wB97M-V/def2-TZVPD" smiles=CCNCC.O e_tot_ha=-290.1638 max_force_ev_per_a=1.894 e_above_lowest_kcal_mol=20.8 orbital_gap_ev=9.305
C -0.9050 -0.8183 0.9794 -0.114
C 0.1158 -1.2639 -0.0147 -0.335
N 1.3771 -0.6131 0.2410 -0.116
C 1.3586 0.8589 0.0198 -0.298
C 2.7695 1.4125 -0.1225 -0.108
H -0.9193 0.2846 0.9853 0.060
H -0.5774 -1.1712 1.9718 0.079
H -1.9301 -1.1824 0.7973 0.074
H 0.2224 -2.3635 -0.0854 0.115
H -0.0962 -0.8802 -1.0312 0.109
H 1.5902 -0.8878 1.2084 0.108
H 0.7682 1.1187 -0.8799 0.118
H 0.8124 1.2423 0.9030 0.095
H 3.1283 1.1603 -1.1346 0.073
H 3.4540 0.9621 0.6159 0.071
H 2.7952 2.5088 -0.0031 0.070
O -4.5591 -0.4544 -1.6878 -0.092
H -4.2299 0.4607 -1.8382 0.046
H -5.1746 -0.3742 -0.9243 0.046

---

115
Properties=species:S:1:pos:R:3:lowdin_charge:R:1 method="wB97M-V/def2-TZVPD" smiles=COC[C@H](C)N.COC[C@H](C)N.COC[C@H](C)N.COC[C@H](C)N.COC[C@H](C)N.OCCO.OCCO.OCCO e_tot_ha=-2135.4608 max_force_ev_per_a=3.502 e_above_lowest_kcal_mol=145.1 orbital_gap_ev=9.163
C 0.4926 5.9580 3.6932 -0.083
O 1.7102 5.9082 2.8544 -0.208
C 2.2096 7.2384 2.5074 -0.191
C 3.7653 7.1441 2.4308 -0.414
C 4.5585 8.3788 2.7573 -0.080
N 4.0026 6.8962 1.0047 0.014
H -0.3252 6.4138 3.1349 0.081
H 0.7333 6.3650 4.6753 0.082
H 0.0371 5.0031 3.9555 0.071
H 1.6387 7.7123 1.7089 0.123
H 2.0627 7.9086 3.3543 0.103
H 4.0002 6.3356 3.1230 0.141
H 4.3169 8.7862 3.7390 0.066
H 4.1396 9.2248 2.2123 0.085
H 5.6189 8.1749 2.9060 0.086
H 3.4776 6.0886 0.7009 0.063
H 3.4265 7.5166 0.4539 0.061
C -7.9090 -3.7185 -3.3830 -0.125
O -8.1865 -4.6644 -4.4250 -0.203
C -9.5955 -4.8341 -4.8484 -0.146
C -10.5897 -5.0322 -3.6506 -0.425
C -10.3144 -6.4271 -3.0159 -0.072
N -11.9588 -4.9949 -4.1132 0.026
H -6.9238 -3.3139 -3.6149 0.082
H -7.8370 -4.1038 -2.3659 0.077
H -8.5988 -2.8752 -3.3517 0.082
H -9.9225 -4.0083 -5.4801 0.110
H -9.5039 -5.7002 -5.5040 0.117
H -10.3541 -4.3153 -2.8641 0.122
H -11.0479 -6.6072 -2.2301 0.070
H -9.3712 -6.4903 -2.4732 0.069
H -10.3297 -7.2313 -3.7516 0.077
H -12.7221 -4.8308 -3.4725 0.072
H -12.1453 -5.9292 -4.4484 0.065
C 1.6648 -3.3373 -4.8688 -0.105
O 0.8826 -4.5036 -4.6994 -0.194
C 0.9590 -5.0791 -3.4080 -0.240
C 0.3903 -6.4413 -3.3567 -0.475
C 0.3424 -6.9556 -1.8680 -0.044
N 1.1677 -7.3556 -4.1061 0.040
H 2.7086 -3.5840 -4.6746 0.087
H 1.2760 -2.4635 -4.3459 0.087
H 1.5889 -3.1130 -5.9328 0.086
H 2.0154 -5.1552 -3.1504 0.123
H 0.4216 -4.3832 -2.7637 0.132
H -0.6416 -6.4175 -3.7071 0.143
H 0.0406 -7.9845 -1.6723 0.074
H -0.3188 -6.3050 -1.2956 0.071
H 1.3908 -6.8449 -1.5911 0.070
H 1.2263 -6.9909 -5.0461 0.073
H 2.1199 -7.2202 -3.7977 0.072
C 7.2136 -0.8338 2.4121 -0.118
O 8.0262 -1.6346 3.2744 -0.190
C 9.3626 -1.1280 3.3041 -0.156
C 10.2156 -2.0135 4.3769 -0.422
C 9.7630 -1.8513 5.8208 -0.088
N 11.5257 -1.4922 4.3797 -0.002
H 7.0106 0.1433 2.8504 0.086
H 6.2413 -1.2271 2.1156 0.079
H 7.6311 -0.7981 1.4059 0.081
H 9.8778 -1.0567 2.3462 0.112
H 9.3160 -0.1089 3.6881 0.116
H 10.3072 -3.0944 4.2700 0.130
H 10.4138 -2.3819 6.5158 0.069
H 8.7661 -2.1354 6.1578 0.076
H 9.8762 -0.8370 6.2033 0.078
H 12.0479 -1.8466 5.1682 0.072
H 12.0291 -1.8264 3.5704 0.076
C -3.6431 7.1215 -9.1064 -0.116
O -3.2902 5.9218 -8.4248 -0.220
C -1.9775 5.3001 -8.7360 -0.144
C -0.6686 6.0890 -8.3098 -0.383
C 0.6639 5.3190 -8.7556 -0.058
N -0.5251 6.3650 -6.8515 0.027
H -4.2130 6.8803 -10.0037 0.080
H -2.7914 7.7350 -9.4001 0.075
H -4.2681 7.7155 -8.4396 0.084
H -2.1635 4.3151 -8.3077 0.121
H -1.9311 5.1970 -9.8201 0.111
H -0.7022 7.0645 -8.7949 0.108
H 1.5675 5.7661 -8.3413 0.070
H 0.8432 5.0598 -9.7991 0.067
H 0.5942 4.3558 -8.2502 0.063
H -1.4575 6.3550 -6.4634 0.059
H -0.1835 5.4873 -6.4866 0.054
O 4.5413 1.2634 7.0702 -0.037
C 3.1682 1.5533 7.0067 -0.269
C 2.1916 0.4476 7.3311 -0.312
O 2.1164 -0.4018 6.2757 -0.039
H 4.6959 0.7598 6.2676 0.085
H 2.8173 2.1617 7.8402 0.112
H 2.9179 2.1156 6.1071 0.125
H 1.2670 1.0248 7.3437 0.112
H 2.2565 0.0151 8.3295 0.127
H 1.2944 -0.8976 6.2701 0.095
O -3.2466 -3.6895 7.2317 -0.048
C -3.9736 -3.2955 8.3603 -0.259
C -5.4660 -3.7993 8.3953 -0.248
O -5.2683 -5.1576 8.5286 -0.078
H -3.4564 -4.6210 7.1321 0.081
H -3.3933 -3.6672 9.2048 0.115
H -4.1769 -2.2470 8.5782 0.109
H -5.9040 -3.5972 7.4179 0.116
H -6.0804 -3.3797 9.1919 0.116
H -6.0522 -5.6863 8.6948 0.095
O -1.8227 -0.3894 0.9929 -0.032
C -1.0015 0.6199 0.5736 -0.291
C -1.3838 1.5488 -0.6026 -0.263
O -0.6227 2.6922 -0.8634 -0.049
H -1.7500 -0.4949 1.9443 0.096
H -0.8188 1.2356 1.4543 0.114
H 0.0151 0.2736 0.3872 0.117
H -2.3734 1.9670 -0.4185 0.112
H -1.5143 1.0369 -1.5560 0.120
H -0.2441 2.8413 0.0061 0.076

---

27
Properties=species:S:1:pos:R:3:lowdin_charge:R:1 method="wB97M-V/def2-TZVPD" smiles=Cc1ccc(O)cc1.CCC e_tot_ha=-465.8400 max_force_ev_per_a=4.087 e_above_lowest_kcal_mol=36.3 orbital_gap_ev=9.235
C -0.0693 -3.3394 0.6285 -0.060
C 0.5211 -1.9578 0.7109 -0.296
C 0.2300 -1.0333 1.7170 -0.035
C 0.8900 0.1799 1.6669 -0.050
C 1.7323 0.5363 0.6304 -0.343
O 2.5259 1.6272 0.8723 0.065
C 1.9815 -0.3440 -0.4094 -0.001
C 1.3131 -1.5529 -0.3758 -0.058
H -1.1664 -3.2995 0.5474 0.082
H 0.1667 -4.0300 1.4330 0.077
H 0.1393 -3.7785 -0.3429 0.067
H -0.4866 -1.3741 2.4427 0.115
H 0.6920 0.8369 2.5098 0.123
H 2.5631 1.8835 1.7509 0.063
H 2.6696 -0.0661 -1.1813 0.117
H 1.5107 -2.3025 -1.1247 0.108
C -1.3510 0.3509 -1.2674 -0.105
C -1.1278 1.6375 -0.4670 -0.303
C -1.5179 2.8992 -1.2541 -0.109
H -1.0849 0.4060 -2.3212 0.074
H -2.4479 0.3073 -1.3447 0.074
H -1.0727 -0.5292 -0.7036 0.043
H -1.7252 1.6072 0.4465 0.102
H -0.0897 1.6807 -0.1309 0.062
H -1.6068 2.7202 -2.3246 0.062
H -2.4603 3.2924 -0.8779 0.066
H -0.7287 3.6421 -1.2308 0.062

---

15
Properties=species:S:1:pos:R:3:lowdin_charge:R:1 method="wB97M-V/def2-TZVPD" smiles="CC1=CC1.O=CO" e_tot_ha=-345.7013 max_force_ev_per_a=0.694 e_above_lowest_kcal_mol=65.0 orbital_gap_ev=10.225
C -1.8297 -0.5643 0.2228 -0.034
C -0.3697 -0.6034 0.3702 -0.299
C 0.6553 -0.5035 1.1626 -0.064
C 0.8107 -1.4207 -0.0220 -0.088
H -2.1458 -0.4241 -0.8144 0.081
H -2.2785 0.2001 0.8637 0.087
H -2.1642 -1.5543 0.5660 0.097
H 0.9085 -0.3423 2.1972 0.113
H 0.7040 -2.4952 0.1390 0.086
H 1.4448 -1.1576 -0.8754 0.089
O -0.2305 1.2414 -1.3575 0.045
C 0.6864 1.9756 -1.0751 -0.364
O 1.6161 1.7586 -0.1524 0.068
H 0.8453 2.9392 -1.5752 0.137
H 1.3473 0.9505 0.3505 0.047